# 1
DFT (wB97M-V/def2-TZVPD) results for C28H28NO5RuS2 as an isolated structure.

Structure (XYZ):
```
65
C28H28NO5RuS2, DFT wB97M-V/def2-TZVPD
Ru 0.044 2.133 -0.130
O 4.140 1.264 -1.440
C 2.982 1.683 -1.420
O 2.283 1.822 -0.357
C 2.319 1.949 -2.769
C 2.867 1.242 -3.840
C 2.377 1.353 -5.129
C 1.311 2.212 -5.369
C 0.767 2.934 -4.325
C 1.247 2.824 -3.011
S 0.456 3.855 -1.808
H 3.708 0.599 -3.616
H 2.816 0.775 -5.935
H 0.901 2.317 -6.368
H -0.067 3.603 -4.501
O 0.347 3.458 3.909
C -0.138 2.885 2.937
O 0.505 2.632 1.852
C -1.560 2.365 3.062
C -1.885 1.816 4.300
C -3.129 1.260 4.551
C -4.088 1.289 3.547
C -3.787 1.858 2.322
C -2.521 2.392 2.039
S -2.266 3.060 0.429
H -1.122 1.834 5.068
H -3.346 0.811 5.514
H -5.072 0.864 3.714
H -4.532 1.882 1.535
O 3.137 0.294 1.803
C 2.469 -0.892 1.447
C 1.992 -1.558 2.729
C 0.806 -0.817 3.365
C -0.501 -1.214 2.737
C -1.161 -2.375 3.149
C -2.341 -2.740 2.529
C -2.834 -1.941 1.507
C -2.110 -0.813 1.155
N -0.976 -0.456 1.751
H 2.975 0.958 1.103
H 3.146 -1.574 0.908
H 1.620 -0.683 0.783
H 2.838 -1.556 3.424
H 1.724 -2.605 2.542
H 0.957 0.257 3.238
H 0.761 -1.030 4.437
H -0.743 -2.973 3.951
H -2.872 -3.634 2.837
H -3.757 -2.180 0.995
H -2.440 -0.158 0.355
C -0.837 -3.046 -2.148
C 0.077 -1.922 -2.653
C -0.241 -1.612 -4.122
C 1.544 -2.356 -2.528
C -0.123 -0.710 -1.845
C -0.229 0.322 -1.209
H -0.680 -3.957 -2.736
H -1.885 -2.752 -2.231
H -0.630 -3.264 -1.099
H -0.071 -2.499 -4.743
H 0.389 -0.799 -4.482
H -1.282 -1.302 -4.228
H 1.730 -3.250 -3.133
H 1.789 -2.577 -1.487
H 2.206 -1.556 -2.861
```

For the frontier orbital gap (spin up / spin down), the calculation gives 5.8 / 6.8 eV. Its expectation value of S² is 8.765. The charge is -2. As for the energy above the lowest of the compared OMol25 structures with the same formula, charge and spin: 0.0 kcal/mol. The multiplicity is 6.

# 2
DFT (wB97M-V/def2-TZVPD) results for C28H29BBiCl3F4N2O4PS2Si as an isolated structure.

Structure (XYZ):
```
76
C28H29BBiCl3F4N2O4PS2Si, DFT wB97M-V/def2-TZVPD
Bi -0.052 0.913 0.022
S 1.423 -1.313 -5.009
C 2.245 0.176 -5.199
C 1.776 1.115 -4.345
C 0.706 0.655 -3.505
C 0.422 -0.670 -3.748
C -0.471 -1.597 -3.033
C -0.975 -2.742 -3.648
C -1.730 -3.631 -2.900
C -1.971 -3.368 -1.563
C -1.450 -2.196 -1.035
N -0.728 -1.333 -1.748
H 3.026 0.280 -5.935
H 2.152 2.127 -4.292
H -0.782 -2.920 -4.697
H -2.131 -4.525 -3.364
H -2.554 -4.024 -0.932
H -1.623 -1.955 0.009
S 1.097 2.546 -1.537
C 0.038 1.579 -2.588
C 5.351 -0.355 1.565
P 3.712 0.110 0.828
C 3.631 1.837 1.446
C 2.633 -0.770 2.017
C 2.337 -2.103 1.727
C 1.507 -2.846 2.551
C 0.949 -2.253 3.676
C 1.210 -0.922 3.958
C 2.049 -0.181 3.135
H 5.398 -0.115 2.630
H 6.148 0.177 1.040
H 5.512 -1.426 1.436
H 4.000 1.927 2.471
H 2.605 2.206 1.417
H 4.240 2.461 0.789
H 2.734 -2.548 0.820
H 1.248 -3.865 2.294
H 0.274 -2.822 4.304
H 0.732 -0.433 4.798
H 2.183 0.872 3.347
O -1.967 2.309 5.318
C -2.563 2.568 4.140
C -3.953 2.683 4.103
C -4.597 2.958 2.910
C -3.871 3.137 1.736
C -2.492 3.018 1.775
C -1.821 2.714 2.954
C -0.332 2.498 2.966
O 0.236 2.414 4.081
O 0.283 2.406 1.860
H -0.984 2.317 5.096
H -4.504 2.542 5.025
H -5.679 3.029 2.894
H -4.366 3.347 0.797
H -1.915 3.151 0.867
F -3.759 -4.114 3.038
B -3.293 -4.081 1.704
F -1.896 -3.930 1.698
F -3.885 -2.986 1.028
F -3.642 -5.279 1.053
C -2.583 -1.236 4.211
N -3.338 -0.694 3.095
C -4.785 -0.774 3.111
C -2.682 -0.265 2.026
O -1.448 -0.206 1.955
H -3.285 -1.541 4.984
H -1.901 -0.482 4.605
H -2.016 -2.106 3.882
H -5.174 -0.199 3.956
H -5.102 -1.813 3.177
H -5.173 -0.347 2.188
H -3.321 0.064 1.200
Cl -3.407 0.664 -1.353
Si -1.751 1.621 -2.304
Cl -2.445 1.169 -4.275
Cl -2.269 3.616 -1.990
```

For the frontier orbital gap (spin up / spin down), the calculation gives 5.3 / 6.0 eV. Its expectation value of S² is 0.768. The charge is -2. As for the energy above the lowest of the compared OMol25 structures with the same formula, charge and spin: 0.0 kcal/mol. The multiplicity is 2.

# 3
DFT (wB97M-V/def2-TZVPD) results for C28H29BCeNO3 as an isolated structure at a distorted geometry.

Structure (XYZ):
```
63
C28H29BCeNO3, DFT wB97M-V/def2-TZVPD
C -2.077 1.516 -0.494
C -1.605 0.624 -1.511
C -1.655 -0.702 -1.009
H -1.326 0.916 -2.521
C -2.204 -0.648 0.318
C -2.459 0.717 0.635
H -2.420 -1.514 0.947
C 1.681 2.562 -0.122
C 0.955 2.275 -1.319
C 1.359 0.991 -1.795
H 0.243 2.941 -1.801
C 2.326 0.470 -0.874
C 2.537 1.455 0.153
H -1.419 -1.610 -1.565
H -2.910 1.080 1.557
H -2.290 2.570 -0.675
H 3.220 1.346 0.999
H 1.021 0.477 -2.697
H 1.621 3.479 0.460
Ce 0.105 0.545 0.430
C 2.860 -0.940 -0.839
C 4.294 -0.896 -0.298
C 2.848 -1.565 -2.240
H 4.901 -0.227 -0.921
H 4.721 -1.901 -0.319
H 4.322 -0.536 0.735
H 3.400 -0.922 -2.938
H 1.829 -1.711 -2.623
H 3.343 -2.542 -2.198
C 1.898 -1.748 0.091
C 2.381 -3.174 0.385
H 0.889 -1.819 -0.384
H 1.808 -1.255 1.092
O 3.556 -3.510 0.259
N 1.471 -4.098 0.808
C 0.032 -3.975 1.000
H 1.889 -4.990 1.038
C -0.758 -4.249 -0.258
C -2.153 -4.209 -0.185
H -2.619 -4.047 0.791
C -2.925 -4.369 -1.335
H -4.011 -4.301 -1.266
C -2.308 -4.617 -2.567
H -2.911 -4.747 -3.466
C -0.915 -4.704 -2.636
H -0.416 -4.912 -3.582
C -0.139 -4.528 -1.482
H 0.949 -4.617 -1.529
H -0.203 -2.972 1.389
H -0.267 -4.691 1.780
O -0.986 4.248 0.640
B -1.080 2.958 1.290
O -1.573 3.198 2.613
C -1.696 4.547 2.756
C -2.127 5.266 3.846
C -2.239 6.660 3.711
C -1.895 7.291 2.513
C -1.427 6.547 1.419
C -1.346 5.180 1.561
H -2.373 4.752 4.771
H -2.599 7.251 4.555
H -1.988 8.375 2.423
H -1.140 7.011 0.480
```

For the frontier orbital gap (spin up / spin down), the calculation gives 6.3 / 6.3 eV. Its expectation value of S² is 0.752. The multiplicity is 2.

| no. | energy (eV) |
| --- | --- |
| 1 | -65471.3786 |
| 2 | -134482.8750 |
| 3 | -50744.9230 |